This record from the OMol25 dataset describes a structure of composition C29H58AsO4P2S5SiTl. The level of theory is ωB97M-V with the def2-TZVPD basis set.

Output
HOMO-LUMO gap	5.69	eV
net charge	-2
ΔE to the lowest compared entry with this formula, charge and spin	0.000	eV

Geometry (Å):
1 Tl 0.692 0.312 1.382
2 As 2.971 2.466 3.427
3 S -0.515 -1.031 -1.642
4 S 3.011 4.445 2.671
5 S 4.248 2.005 5.045
6 S 0.946 1.762 3.781
7 S 4.049 1.260 1.709
8 P 2.176 -2.039 3.112
9 P 3.714 0.006 -0.304
10 Si -2.232 -1.079 -0.555
11 O -1.930 -0.851 1.070
12 O -0.408 2.686 0.404
13 O -3.391 0.066 -0.898
14 O -3.130 -2.488 -0.683
15 C -2.081 -0.940 3.426
16 C -1.552 -4.026 0.356
17 C 4.674 4.010 -2.664
18 C -5.576 -0.581 -1.631
19 C -3.893 -4.670 -0.244
20 C -4.147 -1.152 2.042
21 C 3.380 2.881 -4.341
22 C 3.197 2.208 -2.028
23 C 5.493 0.290 -0.642
24 C -2.935 1.046 2.162
25 C 3.470 -0.932 -1.952
26 C -0.121 3.950 1.034
27 C -0.917 2.912 -0.902
28 C 3.698 -1.830 2.089
29 C -4.292 0.168 -1.989
30 C 2.877 -1.735 4.773
31 C -0.227 5.011 -0.070
32 C 3.463 -1.644 0.590
33 C -3.695 -0.398 -3.276
34 C -2.219 -4.239 -2.054
35 C 2.826 2.066 -3.363
36 C -0.217 4.183 -1.358
37 C -4.582 1.656 -2.162
38 C 2.581 1.379 -0.941
39 C 4.310 3.852 -3.995
40 C -2.681 -3.838 -0.656
41 C 2.068 -3.884 3.129
42 C 4.120 3.197 -1.686
43 C -2.785 -0.472 2.156
44 H 5.979 -0.688 -0.629
45 H 1.261 -4.200 3.793
46 H -3.556 -1.477 -3.196
47 H -2.006 3.059 -0.860
48 H -3.663 2.183 -2.420
49 H 1.663 0.896 -1.288
50 H 5.384 4.778 -2.381
51 H -6.278 -0.568 -2.470
52 H -1.300 -5.086 0.446
53 H 2.126 -1.959 5.533
54 H -4.362 -0.188 -4.117
55 H 0.807 3.952 -1.660
56 H -4.028 -2.237 2.006
57 H -0.713 2.023 -1.499
58 H -1.871 -2.010 3.361
59 H 4.738 4.493 -4.758
60 H 5.951 0.941 0.096
61 H -5.320 1.821 -2.951
62 H -6.056 -0.113 -0.768
63 H 4.378 3.330 -0.639
64 H -2.716 0.043 -3.464
65 H 0.875 3.896 1.474
66 H -3.047 -4.141 -2.761
67 H -4.196 -4.418 0.774
68 H -1.856 -3.652 1.335
69 H 1.836 -4.246 2.126
70 H -1.136 -0.413 3.578
71 H -0.832 4.115 1.847
72 H -1.408 -3.583 -2.372
73 H 4.062 -1.848 -2.003
74 H -4.964 2.069 -1.226
75 H 3.006 -4.336 3.464
76 H 2.468 -1.973 0.272
77 H -3.342 1.383 1.208
78 H -3.664 -5.737 -0.289
79 H -0.664 -3.473 0.044
80 H -1.168 5.562 0.009
81 H 3.761 -0.301 -2.792
82 H 3.145 -0.677 4.862
83 H -2.711 -0.755 4.299
84 H 3.769 -2.344 4.954
85 H -1.969 1.530 2.321
86 H 3.076 2.762 -5.375
87 H -5.335 -1.613 -1.378
88 H 5.590 0.716 -1.641
89 H -4.729 -4.459 -0.914
90 H -3.605 1.355 2.969
91 H 4.170 -2.259 0.031
92 H 2.090 1.315 -3.628
93 H -4.664 -0.836 1.136
94 H -0.723 4.673 -2.192
95 H 4.337 -2.709 2.241
96 H 2.372 2.022 -0.089
97 H 4.223 -0.962 2.495
98 H 0.593 5.727 -0.011
99 H -4.760 -0.893 2.909
100 H 2.416 -1.200 -2.072
101 H -1.872 -5.277 -2.063

---

This record from the OMol25 dataset describes a cluster of 7 separate species, C29H58NO20 in total in a non-equilibrium geometry. The level of theory is ωB97M-V with the def2-TZVPD basis set.

Output
HOMO-LUMO gap (spin up / spin down)	9.04 / 9.88	eV
<S²>	0.754
net charge	0
multiplicity	2

Geometry (Å):
1 O -3.360 -2.482 1.772
2 O -10.215 -3.259 -0.454
3 O 0.017 -2.660 5.000
4 O 0.482 4.851 -3.941
5 O 0.728 -2.122 -3.739
6 O 2.001 3.524 -4.968
7 O 4.502 1.093 3.035
8 O 0.472 -2.277 -1.600
9 O 2.395 4.561 -2.996
10 O -3.001 2.924 -1.483
11 O -2.326 1.241 -0.129
12 O 0.876 -4.164 -2.779
13 O 6.160 3.124 -0.985
14 O -12.242 -4.223 -0.187
15 O -11.763 -3.345 -2.100
16 O -5.169 -3.110 0.775
17 O -0.116 -3.791 3.043
18 O -0.939 2.837 -0.559
19 O -5.345 -1.756 2.577
20 O 1.001 -1.955 3.087
21 N 4.040 1.345 1.865
22 C 0.277 -2.789 3.833
23 C 5.577 3.123 1.352
24 C -0.622 4.076 -1.210
25 C 1.667 4.248 -4.068
26 C -4.692 -2.387 1.787
27 C 6.256 2.321 0.221
28 C 3.533 3.580 2.676
29 C 0.423 -3.065 -0.406
30 C 3.684 3.942 -2.946
31 C -11.879 -4.539 1.159
32 C 4.105 2.769 1.489
33 C -2.171 2.389 -0.792
34 C 5.575 0.993 -0.154
35 C 4.472 0.414 0.789
36 C -11.299 -3.578 -0.872
37 C -2.706 -1.749 2.811
38 C 8.103 1.171 1.606
39 C 5.023 -0.856 1.457
40 C 1.513 -0.807 3.772
41 C 3.262 3.112 0.275
42 C -10.849 -2.652 -2.953
43 C 3.261 -0.050 -0.049
44 C -0.435 4.582 -5.007
45 C -3.609 0.635 -0.289
46 C 0.974 -2.736 -5.004
47 C 0.708 -2.974 -2.710
48 C 7.762 2.170 0.499
49 C -6.596 -3.100 0.664
50 C -0.919 -4.784 3.685
51 H 2.606 3.119 3.001
52 H 3.337 4.185 0.117
53 H -3.006 -2.115 3.791
54 H 2.187 -1.102 4.574
55 H 0.228 -2.381 0.415
56 H -6.965 -2.091 0.492
57 H -12.728 -5.057 1.595
58 H -3.595 -0.280 0.297
59 H 4.280 -1.343 2.079
60 H 6.323 0.220 -0.290
61 H -4.394 1.291 0.085
62 H 5.136 1.135 -1.136
63 H -0.653 3.517 -5.068
64 H 8.142 3.170 0.717
65 H 6.633 3.955 -0.835
66 H -10.609 -1.672 -2.545
67 H 5.952 -0.676 1.981
68 H 4.155 4.271 -2.031
69 H -0.381 -3.796 -0.459
70 H 0.193 -3.457 -5.241
71 H 3.356 4.597 2.340
72 H -11.349 -2.531 -3.909
73 H 2.070 -0.232 3.038
74 H 3.482 -1.048 -0.418
75 H -2.918 -0.685 2.725
76 H 0.703 -0.196 4.165
77 H -1.162 -5.522 2.926
78 H -9.939 -3.233 -3.094
79 H 5.719 4.188 1.190
80 H -3.791 0.390 -1.334
81 H 1.376 -3.563 -0.233
82 H 5.256 -1.538 0.641
83 H 3.097 0.564 -0.929
84 H 4.245 3.602 3.490
85 H -0.698 3.974 -2.280
86 H -1.644 -1.906 2.676
87 H 9.160 1.248 1.837
88 H 7.508 1.353 2.497
89 H 6.091 2.895 2.282
90 H -11.009 -5.194 1.179
91 H -6.850 -3.721 -0.190
92 H 3.579 2.858 -2.925
93 H -1.279 4.870 -0.857
94 H 0.403 4.318 -0.945
95 H -11.679 -3.632 1.727
96 H 7.878 0.173 1.247
97 H -1.348 5.122 -4.773
98 H -1.840 -4.347 4.068
99 H 0.964 -1.940 -5.743
100 H 8.186 1.829 -0.443
101 H -0.366 -5.263 4.490
102 H 3.634 2.659 -0.633
103 H -0.038 4.940 -5.955
104 H -7.054 -3.519 1.558
105 H 2.365 -0.146 0.556
106 H 1.947 -3.223 -5.013
107 H 2.209 2.900 0.447
108 H 4.301 4.244 -3.791

---

This record from the OMol25 dataset describes a cluster of 9 separate species, C29H58O11 in total in a non-equilibrium geometry. The level of theory is ωB97M-V with the def2-TZVPD basis set.

Output
HOMO-LUMO gap	9.48	eV
net charge	0
ΔE to the lowest compared entry with this formula, charge and spin	3.472	eV
SMILES	CCOC(C)=O.CCOC(C)=O.CC(C)=O.CC(C)=O.CC(C)=O.CC(C)=O.CC(C)=O.CC(C)=O.CC(C)=O

Geometry (Å):
1 O 4.474 -2.622 -0.606
2 O -3.604 -0.165 5.241
3 O -3.350 -0.562 -1.555
4 O -0.591 -4.035 -5.249
5 O 2.999 4.101 -3.648
6 O 0.635 4.565 -0.363
7 O -3.165 3.279 2.255
8 O -0.238 -4.499 -3.006
9 O 2.780 -4.755 5.031
10 O 3.059 1.812 -2.956
11 O 1.184 -0.375 1.898
12 C 5.091 2.903 -3.349
13 C 1.754 -5.209 2.876
14 C 0.193 5.544 0.441
15 C -1.466 -5.887 -4.370
16 C -0.437 6.830 -0.171
17 C -3.575 -1.622 -2.325
18 C 1.237 -2.936 4.241
19 C -1.250 -0.908 1.327
20 C 0.633 -3.283 -1.097
21 C -3.927 3.495 1.172
22 C 0.250 5.688 1.888
23 C 5.858 -1.059 -1.910
24 C 4.775 -1.430 -0.871
25 C 3.582 3.000 -3.280
26 C -1.635 1.263 4.757
27 C 1.147 0.569 -2.371
28 C -2.386 0.184 5.455
29 C 1.621 1.935 -2.912
30 C 0.584 -3.456 -2.665
31 C 2.055 -4.329 4.082
32 C -0.108 -0.003 1.405
33 C -4.383 -2.838 -1.932
34 C -0.687 -4.711 -4.289
35 C -4.009 4.868 0.547
36 C -1.777 -0.267 6.655
37 C -4.690 2.340 0.600
38 C -2.701 -1.764 -3.623
39 C -0.162 1.483 1.009
40 C 4.214 -0.212 -0.238
41 H 1.109 -2.584 3.211
42 H 0.417 6.613 2.273
43 H 1.018 -4.055 -0.521
44 H 1.195 2.104 -3.898
45 H 1.905 -2.335 4.939
46 H -0.824 -6.655 -4.492
47 H -0.716 5.284 2.398
48 H -3.835 5.762 1.142
49 H 2.063 -4.565 2.081
50 H 0.293 7.413 -0.186
51 H 0.190 -3.162 4.755
52 H 1.593 -3.684 -3.195
53 H -3.428 -1.752 -4.448
54 H 1.171 2.626 -2.110
55 H 5.309 -1.091 -2.920
56 H -0.808 6.447 -1.166
57 H -2.163 -2.670 -3.586
58 H -3.974 1.607 0.085
59 H 5.340 3.873 -2.807
60 H -0.809 -1.776 1.767
61 H -0.417 1.643 0.039
62 H -2.125 -5.924 -5.335
63 H 6.617 -1.864 -1.943
64 H -1.633 -1.163 0.411
65 H -5.036 5.049 0.123
66 H 5.501 2.671 -4.417
67 H 1.481 0.363 -1.289
68 H 0.730 -5.215 2.592
69 H 0.199 -2.437 -3.084
70 H -1.042 0.367 7.361
71 H 5.528 2.144 -2.733
72 H -2.241 -0.795 7.377
73 H 1.945 -6.145 2.912
74 H 6.169 -0.130 -1.651
75 H -2.226 1.559 4.056
76 H -0.695 2.015 1.812
77 H -1.158 -1.074 6.287
78 H 1.341 -2.299 -0.850
79 H -2.235 -0.459 1.971
80 H 1.666 -0.256 -3.148
81 H -5.077 -3.063 -2.612
82 H -1.274 7.337 0.353
83 H -2.121 -6.034 -3.631
84 H -5.360 2.805 -0.208
85 H 3.509 0.292 -1.061
86 H -1.846 -1.061 -3.696
87 H 3.373 -0.499 0.602
88 H -3.516 4.864 -0.429
89 H 0.099 0.464 -2.416
90 H 5.055 0.104 0.287
91 H -0.657 0.980 4.299
92 H -0.255 -3.218 -0.629
93 H 1.073 5.014 2.383
94 H -5.125 1.717 1.497
95 H -3.536 -3.474 -1.973
96 H -5.035 -2.718 -1.196
97 H 0.594 2.158 1.133
98 H -1.303 1.949 5.392

---

This record from the OMol25 dataset describes a cluster of 8 separate species, C29H58O13 in total in a non-equilibrium geometry. The level of theory is ωB97M-V with the def2-TZVPD basis set.

Output
HOMO-LUMO gap	9.43	eV
net charge	0
ΔE to the lowest compared entry with this formula, charge and spin	12.121	eV
SMILES	CCOC(C)=O.CCOC(C)=O.CCOC(C)=O.CCOC(C)=O.CCOC(C)=O.CC(C)=O.CC(C)=O.CC(C)=O

Geometry (Å):
1 O 37.033 -45.101 22.093
2 O 32.496 -47.598 32.014
3 O 34.816 -44.965 21.702
4 O 39.711 -49.850 29.882
5 O 31.499 -45.563 25.301
6 O 38.317 -43.322 26.578
7 O 37.950 -42.457 28.722
8 O 38.656 -51.415 22.694
9 O 34.155 -46.076 32.184
10 O 35.363 -47.531 27.249
11 O 35.145 -52.199 25.443
12 O 32.238 -47.368 24.284
13 O 38.495 -49.132 23.034
14 C 32.908 -51.463 24.610
15 C 36.046 -45.523 21.563
16 C 35.971 -47.034 21.017
17 C 38.576 -50.087 22.280
18 C 32.623 -48.055 33.268
19 C 32.239 -46.906 22.935
20 C 34.916 -49.908 24.855
21 C 33.255 -46.712 31.553
22 C 32.888 -46.229 30.137
23 C 38.459 -49.832 29.269
24 C 36.523 -41.729 26.860
25 C 38.509 -51.733 24.123
26 C 34.822 -43.583 22.335
27 C 31.993 -47.352 26.650
28 C 31.888 -46.672 25.285
29 C 38.972 -53.167 24.374
30 C 38.251 -49.864 20.803
31 C 37.551 -46.866 26.118
32 C 34.385 -51.272 25.002
33 C 37.160 -49.253 29.833
34 C 36.021 -46.550 26.460
35 C 37.649 -42.641 27.400
36 C 35.262 -45.380 25.923
37 C 38.402 -50.398 27.864
38 C 38.997 -43.088 30.766
39 C 32.060 -48.065 22.055
40 C 32.095 -49.439 33.410
41 C 33.386 -43.412 22.645
42 C 39.087 -43.117 29.280
43 H 39.149 -44.100 28.868
44 H 38.368 -50.835 20.407
45 H 32.074 -47.521 34.124
46 H 37.357 -48.398 30.624
47 H 37.992 -46.026 25.601
48 H 37.240 -49.671 20.562
49 H 39.866 -53.532 23.944
50 H 31.128 -49.477 32.959
51 H 37.508 -50.929 27.662
52 H 35.819 -47.737 21.749
53 H 36.316 -40.784 27.531
54 H 35.103 -46.928 20.353
55 H 34.752 -45.248 26.763
56 H 31.432 -48.326 26.758
57 H 34.239 -49.015 25.353
58 H 35.332 -43.464 23.342
59 H 38.113 -43.758 31.162
60 H 31.394 -46.719 27.453
61 H 38.159 -49.753 27.163
62 H 34.823 -45.540 24.937
63 H 32.829 -51.722 23.612
64 H 39.296 -50.907 27.695
65 H 39.146 -53.356 25.363
66 H 32.795 -43.478 21.699
67 H 31.070 -48.509 22.348
68 H 35.913 -44.537 25.645
69 H 31.301 -46.353 22.709
70 H 35.478 -42.238 26.878
71 H 40.098 -42.757 28.928
72 H 40.003 -43.573 31.214
73 H 32.683 -52.370 25.290
74 H 38.202 -47.185 26.954
75 H 37.584 -51.572 24.492
76 H 36.823 -47.137 20.282
77 H 35.064 -49.550 23.919
78 H 32.122 -47.729 21.015
79 H 35.315 -42.947 21.568
80 H 32.444 -50.862 25.037
81 H 33.880 -45.897 29.511
82 H 32.636 -50.101 32.988
83 H 33.098 -42.327 22.774
84 H 32.381 -45.253 29.915
85 H 38.938 -42.114 31.183
86 H 38.803 -49.016 20.354
87 H 38.303 -53.963 23.952
88 H 37.502 -47.762 25.204
89 H 33.126 -46.471 22.617
90 H 31.977 -49.775 34.498
91 H 32.862 -48.910 21.977
92 H 35.835 -49.615 25.350
93 H 33.044 -47.445 26.874
94 H 36.820 -48.751 29.069
95 H 36.499 -50.104 30.129
96 H 33.679 -48.090 33.581
97 H 36.860 -41.576 25.703
98 H 38.937 -50.914 24.524
99 H 33.059 -44.040 23.464
100 H 32.374 -47.049 29.704

---

no.,DFT total energy (Ha)
1,-6812.4874
2,-2699.3264
3,-1966.8935
4,-2117.4700